Record 1
Here is a structure of composition C34H43N6O4PV at a distorted geometry from the Open Molecules 2025 dataset. Energies are from ωB97M-V/def2-TZVPD.

Structure (ORCA input):
```
! RIJCOSX wB97M-V def2-TZVPD def2/J DEFGRID3
* xyz 3 3
V 0.38 -0.19 0.02
N 2.87 -0.73 -2.14
C 3.16 0.26 -1.23
C 4.45 0.79 -1.27
C 4.79 1.81 -0.43
C 3.82 2.30 0.45
C 2.60 1.70 0.46
N 2.25 0.65 -0.34
C 1.66 -1.23 -2.60
C 1.67 -1.91 -3.82
C 0.51 -2.47 -4.29
C -0.65 -2.34 -3.53
C -0.59 -1.66 -2.35
N 0.56 -1.10 -1.86
H 3.64 -0.94 -2.76
H 5.17 0.40 -1.99
H 5.79 2.24 -0.46
H 4.03 3.13 1.11
H 1.82 2.07 1.11
H 2.60 -1.99 -4.38
H 0.51 -3.00 -5.23
H -1.59 -2.76 -3.86
H -1.47 -1.52 -1.75
C 0.92 -4.43 0.73
C -0.27 -4.83 1.33
C -1.30 -3.91 1.45
C -1.10 -2.62 1.00
N 0.06 -2.22 0.46
C 1.04 -3.13 0.32
C -2.15 -1.57 0.99
C -3.43 -1.79 1.48
C -4.38 -0.79 1.39
C -4.02 0.40 0.79
C -2.72 0.55 0.32
N -1.78 -0.40 0.42
H 1.74 -5.12 0.60
H -0.40 -5.85 1.67
H -2.24 -4.21 1.87
H 1.96 -2.78 -0.15
H -3.69 -2.74 1.93
H -5.38 -0.94 1.77
H -4.72 1.22 0.67
H -2.44 1.49 -0.14
O 0.06 1.35 1.59
C 0.36 1.72 2.97
C -0.34 0.81 3.97
C -0.12 -0.65 3.59
C 1.33 -0.94 3.35
C 2.17 -1.26 4.42
C 3.50 -1.54 4.19
C 3.97 -1.50 2.89
C 3.08 -1.16 1.89
N 1.79 -0.86 2.09
H -0.88 1.51 1.45
H 0.11 2.77 3.11
H 1.44 1.61 3.07
H -1.41 1.02 4.03
H 0.08 1.04 4.95
H -0.67 -0.85 2.67
H -0.52 -1.31 4.36
H 1.75 -1.30 5.41
H 4.16 -1.79 5.01
H 4.99 -1.73 2.65
H 3.44 -1.12 0.86
C -0.80 5.44 -0.72
C -0.14 4.12 -0.40
O -0.90 3.06 -1.07
P -0.28 1.67 -1.55
O -1.45 1.10 -2.44
C -2.55 1.78 -3.14
C -2.21 2.06 -4.58
O 0.98 2.02 -2.44
C 1.09 3.10 -3.41
C 2.47 3.70 -3.30
H -0.23 6.24 -0.24
H -1.82 5.47 -0.34
H -0.81 5.62 -1.79
H -0.15 3.90 0.67
H 0.89 4.08 -0.76
H -2.79 2.69 -2.58
H -3.38 1.08 -3.06
H -1.51 2.90 -4.68
H -3.12 2.33 -5.11
H -1.79 1.18 -5.06
H 0.31 3.83 -3.23
H 0.93 2.65 -4.39
H 2.63 4.17 -2.33
H 2.59 4.47 -4.06
H 3.24 2.95 -3.46
*
```

The expectation value of S² is 2.0171. The calculation puts the frontier orbital gap (alpha / beta) at 0.2862 / 0.2866 Eh. Its strongest force on any atom is 1.451 eV/A. For the LUMO energy (alpha / beta), the calculation gives -8.6541 / -8.6835 eV. Its energy above the lowest of the compared OMol25 structures with the same formula, charge and spin is 0.00 kcal per mole.

Record 2
Here is a structure of composition C34H44BClFeN5O5 at a distorted geometry from the Open Molecules 2025 dataset. Energies are from ωB97M-V/def2-TZVPD.

Structure (ORCA input):
```
! RIJCOSX wB97M-V def2-TZVPD def2/J DEFGRID3
* xyz 0 2
Fe 0.33 2.07 -1.52
C -0.86 0.77 -6.60
C -0.40 0.18 -5.43
C -0.48 0.85 -4.23
C -1.03 2.15 -4.15
C -1.47 2.74 -5.34
C -1.39 2.06 -6.54
N -1.03 2.76 -2.92
C -1.78 3.85 -2.54
C -1.28 4.66 -1.50
C -2.04 5.69 -0.97
C -3.29 5.98 -1.49
C -3.80 5.20 -2.52
C -3.07 4.14 -3.04
H -0.80 0.25 -7.54
H 0.04 -0.81 -5.47
H -0.11 0.40 -3.31
H -1.84 3.76 -5.32
H -1.74 2.54 -7.45
H -0.28 4.46 -1.13
H -1.63 6.28 -0.16
H -3.87 6.80 -1.08
H -4.79 5.40 -2.91
H -3.50 3.51 -3.81
C -4.25 2.30 -0.21
C -3.28 1.50 0.64
C -3.99 1.04 1.90
O -2.23 2.43 1.06
B -1.04 2.04 0.58
O -1.11 0.86 -0.13
C -2.49 0.37 -0.14
C -2.48 -0.98 0.56
C -2.91 0.20 -1.59
H -4.61 3.16 0.37
H -5.10 1.69 -0.50
H -3.77 2.70 -1.10
H -4.37 1.92 2.42
H -3.32 0.52 2.58
H -4.83 0.39 1.67
H -1.98 -0.93 1.53
H -1.93 -1.69 -0.06
H -3.49 -1.36 0.69
H -2.78 1.12 -2.15
H -3.95 -0.13 -1.65
H -2.29 -0.57 -2.04
C 2.61 -4.94 1.31
C 2.76 -3.48 0.85
C 1.40 -2.82 1.08
C 3.08 -3.51 -0.65
C 3.95 -2.80 1.62
O 5.15 -3.53 1.29
C 3.89 -2.84 3.17
C 3.12 -1.84 4.06
C 1.67 -2.14 4.33
C 0.70 -1.16 4.13
C -0.64 -1.40 4.39
C -1.03 -2.65 4.85
Cl -2.70 -2.96 5.17
C -0.08 -3.64 5.08
C 1.25 -3.37 4.84
C 4.38 -1.41 1.04
N 3.40 -0.36 0.81
C 2.79 -0.03 -0.34
N 1.97 0.97 -0.14
C 2.13 1.26 1.18
N 3.00 0.48 1.77
H 1.81 -5.41 0.72
H 2.31 -5.01 2.36
H 3.51 -5.53 1.15
H 0.67 -3.30 0.42
H 1.38 -1.76 0.85
H 1.06 -2.96 2.10
H 2.41 -4.21 -1.16
H 4.10 -3.83 -0.83
H 2.94 -2.53 -1.12
H 5.11 -4.39 1.71
H 4.94 -2.72 3.46
H 3.60 -3.85 3.46
H 3.20 -0.84 3.67
H 3.63 -1.85 5.03
H 1.01 -0.19 3.76
H -1.38 -0.63 4.25
H -0.40 -4.60 5.46
H 1.99 -4.14 5.05
H 4.86 -1.62 0.08
H 5.14 -1.01 1.71
H 2.95 -0.51 -1.29
H 1.59 2.04 1.68
O 2.65 2.53 -4.24
N 2.46 3.34 -3.37
O 2.00 2.87 -2.26
*
```

The expectation value of S² is 1.2498. The calculation puts the frontier orbital gap (alpha / beta) at 0.1746 / 0.1806 Eh. Its strongest force on any atom is 2.768 eV/A. For the LUMO energy (alpha / beta), the calculation gives -1.9792 / -1.8393 eV.

Record 3
Here is a structure of composition C34H44ClN7OPSe4Sn at a distorted geometry from the Open Molecules 2025 dataset. Energies are from ωB97M-V/def2-TZVPD.

Structure (ORCA input):
```
! RIJCOSX wB97M-V def2-TZVPD def2/J DEFGRID3
* xyz -1 1
Sn 9.12 12.12 11.13
Cl 6.39 12.51 18.13
C 6.76 12.65 16.48
C 6.49 13.85 15.85
C 6.78 14.03 14.51
C 7.30 12.94 13.72
O 7.66 13.17 12.50
C 7.42 11.62 14.38
C 7.79 10.45 13.68
N 7.97 10.33 12.40
C 7.80 9.06 11.84
C 6.94 8.07 12.37
C 6.57 6.96 11.62
C 6.96 6.83 10.27
C 7.96 7.69 9.72
C 8.58 7.50 8.47
C 9.62 8.39 8.05
C 9.70 9.63 8.71
N 9.06 9.90 9.86
C 8.39 8.89 10.47
C 7.29 11.53 15.79
H 6.06 14.66 16.49
H 6.56 14.93 13.90
H 8.04 9.55 14.25
H 6.58 8.18 13.40
H 5.90 6.27 12.12
H 6.63 5.96 9.75
H 8.32 6.69 7.79
H 10.27 8.09 7.27
H 10.26 10.41 8.20
H 7.46 10.59 16.31
Se 12.15 12.45 13.88
Se 10.71 13.27 15.62
Se 9.79 15.02 14.34
Se 11.17 14.00 12.56
C 4.51 14.07 9.55
N 5.64 14.27 8.62
C 5.40 15.19 7.51
C 6.84 13.65 8.92
N 7.11 12.78 9.86
N 7.82 13.82 7.91
C 9.08 14.14 8.34
N 9.93 14.48 7.30
N 9.51 13.98 9.60
H 3.60 14.54 9.08
H 4.66 14.56 10.54
H 4.37 12.96 9.68
H 5.43 14.62 6.56
H 6.14 16.01 7.47
H 4.42 15.65 7.60
H 6.29 12.75 10.48
H 7.58 14.26 7.06
H 9.51 14.60 6.35
H 10.82 14.92 7.43
H 10.54 14.04 9.64
C 14.90 7.11 9.57
C 15.93 7.44 10.60
C 16.67 6.22 11.12
C 16.93 8.45 9.91
P 14.92 8.28 11.99
C 14.25 6.83 12.85
C 12.86 6.72 12.71
C 12.14 5.58 13.11
C 12.91 4.53 13.71
C 14.29 4.64 13.86
C 14.95 5.84 13.51
C 15.90 9.15 13.35
C 15.79 10.66 13.10
C 17.37 8.72 13.42
C 15.07 9.04 14.62
H 15.32 6.57 8.71
H 14.34 8.01 9.22
H 14.05 6.48 9.93
H 17.33 5.74 10.36
H 16.00 5.39 11.41
H 17.33 6.45 11.97
H 16.83 8.50 8.85
H 17.97 8.31 10.17
H 16.63 9.45 10.28
H 12.46 7.65 12.33
H 11.07 5.56 12.85
H 12.47 3.62 14.12
H 14.85 3.90 14.44
H 16.01 6.02 13.72
H 16.55 11.07 12.40
H 16.01 11.15 14.05
H 14.78 10.89 12.76
H 17.80 9.11 12.49
H 17.49 7.64 13.54
H 17.88 9.18 14.33
H 14.03 9.01 14.40
H 15.22 9.82 15.34
H 15.19 8.08 15.18
*
```

The calculation puts the frontier orbital gap (alpha / beta) at 0.1544 / 0.1183 Eh. Its strongest force on any atom is 3.831 eV/A. For the LUMO energy (alpha / beta), the calculation gives 1.4751 / 1.4740 eV. Its energy above the lowest of the compared OMol25 structures with the same formula, charge and spin is 0.00 kcal per mole.

Record 4
Here is the molecule C34H44N2O6 from the Open Molecules 2025 dataset. Energies are from ωB97M-V/def2-TZVPD.

Structure (ORCA input):
```
! RIJCOSX wB97M-V def2-TZVPD def2/J DEFGRID3
* xyz 0 1
C 4.55 -0.53 -1.41
C 3.39 0.03 -0.57
N 2.87 1.33 -0.93
C 2.19 1.42 -2.20
C 3.05 1.69 -3.44
C 3.71 2.46 -0.58
C 3.67 2.78 0.92
C 2.33 3.34 1.39
N 1.22 2.47 1.05
C 1.22 1.24 1.58
C 0.32 0.27 1.26
C 0.49 -1.06 1.84
O 1.43 -1.36 2.55
C -0.62 -2.07 1.55
C -1.51 -2.19 2.79
O -0.01 -3.35 1.34
C 0.80 -3.38 0.29
O 1.09 -2.39 -0.35
C 1.27 -4.78 0.00
C 0.08 -5.56 -0.62
C 0.62 -6.12 -1.94
C 1.68 -5.11 -2.36
C 2.39 -4.80 -1.04
C -1.51 -1.78 0.32
O -2.13 -2.72 -0.15
C -1.57 -0.43 -0.17
C -2.53 -0.17 -1.26
C -3.88 -0.48 -1.10
C -4.78 -0.26 -2.12
C -4.35 0.29 -3.32
C -3.01 0.59 -3.50
C -2.11 0.36 -2.48
C -0.70 0.54 0.28
C -0.73 1.89 -0.17
C 0.20 2.82 0.19
C 0.06 4.23 -0.29
C -0.48 5.17 0.80
C -1.87 4.74 1.27
C -1.82 3.49 2.11
O -0.95 3.21 2.89
O -2.91 2.74 1.90
C -3.05 1.53 2.62
H 4.96 -1.40 -0.91
H 4.21 -0.84 -2.39
H 5.34 0.20 -1.52
H 2.56 -0.68 -0.61
H 3.72 0.07 0.47
H 1.45 2.23 -2.12
H 1.65 0.48 -2.33
H 2.40 1.75 -4.32
H 3.58 2.64 -3.35
H 3.77 0.91 -3.61
H 3.34 3.34 -1.13
H 4.76 2.31 -0.87
H 4.44 3.53 1.14
H 3.92 1.89 1.48
H 2.18 4.32 0.95
H 2.34 3.46 2.48
H 1.98 1.02 2.31
H -2.27 -2.95 2.59
H -0.90 -2.50 3.64
H -1.99 -1.24 3.00
H 1.58 -5.23 0.95
H -0.28 -6.34 0.05
H -0.74 -4.87 -0.81
H -0.17 -6.24 -2.68
H 1.08 -7.10 -1.77
H 2.35 -5.50 -3.12
H 1.20 -4.21 -2.73
H 2.92 -3.85 -1.07
H 3.11 -5.59 -0.81
H -4.21 -0.91 -0.17
H -5.82 -0.50 -1.98
H -5.05 0.46 -4.12
H -2.67 0.99 -4.44
H -1.06 0.57 -2.62
H -1.53 2.19 -0.83
H 1.01 4.62 -0.66
H -0.64 4.24 -1.13
H -0.53 6.18 0.41
H 0.18 5.17 1.67
H -2.30 5.53 1.90
H -2.55 4.58 0.43
H -2.13 1.32 3.18
H -3.89 1.62 3.30
H -3.24 0.74 1.89
*
```

Its SMILES is CCN(CC)CCCN1C=C2C(=O)[C@](C)(OC(=O)C3CCCC3)C(=O)C(c3ccccc3)=C2C=C1CCCC(=O)OC. The calculation puts the frontier orbital gap at 0.2694 Eh. Its strongest force on any atom is 0.758 eV/A. For the LUMO energy, the calculation gives 0.1540 eV. Its energy above the lowest of the compared OMol25 structures with the same formula, charge and spin is 4.05 kcal per mole.

Question: strongest force on any atom of number 2 (C34H44BClFeN5O5)?
Answer: 2.768 eV/A

Question: Among the records above, which one has the lowest strongest force on any atom?
Answer: C34H44N2O6